## 1
17
Properties=species:S:1:pos:R:3:lowdin_charge:R:1 method="wB97M-V/def2-TZVPD" orbital_gap_ev=6.596 e_homo_ev=-2.89 lumo_energy_ev=3.7 charge=-1
O 0.6693 2.7790 1.2320 -0.352
O -0.3990 -2.6069 0.1870 -0.102
N -0.2435 -1.4403 -1.9302 0.046
N 0.5504 1.0109 -0.5135 -0.006
C 0.1153 2.3753 0.0516 -0.496
C -0.1053 -0.3576 1.7053 -0.059
C 0.1732 -0.1631 0.2356 -0.261
C -0.1933 -1.5057 -0.4082 -0.547
H 0.6197 -1.6956 -2.3842 0.050
H 0.2689 0.7830 -1.4201 0.045
H -1.0884 -1.9650 -2.2933 0.089
H 0.9316 -1.0973 -0.1467 0.158
H -1.0157 2.0414 0.1839 0.098
H 0.2741 3.0378 -0.7543 0.055
H 0.5038 -1.3040 1.9879 0.109
H -1.2336 -0.4221 1.9434 0.107
H 0.1726 0.5302 2.3239 0.067

=====

## 2
17
Properties=species:S:1:pos:R:3:lowdin_charge:R:1 method="wB97M-V/def2-TZVPD" orbital_gap_ev=6.184 e_homo_ev=-3.56 lumo_energy_ev=2.6 charge=-1
O -2.2150 -0.3004 -1.9142 -0.052
O -2.1055 1.7919 -1.0765 -0.091
N 1.8642 -0.2838 1.6085 -0.149
N -0.4467 -0.9075 0.3075 0.011
C 0.5708 -0.4064 -0.4721 -0.232
C -2.0623 0.5420 -1.0196 -0.786
C 1.9096 -0.5256 0.1938 -0.449
C -1.6664 -0.0388 0.3661 -0.122
H 2.6490 0.0119 -0.3943 0.086
H 0.5023 -0.7393 -1.5057 0.140
H -1.4843 0.7183 1.1230 0.106
H 0.2350 0.8458 -0.5955 0.067
H 2.2477 -1.5580 0.0754 0.097
H -2.4757 -0.6404 0.7993 0.107
H 0.3659 1.5961 -0.4537 0.245
H 0.0245 -0.8145 1.2392 0.081
H 2.0869 0.7087 1.7187 -0.061

=====

## 3
17
Properties=species:S:1:pos:R:3:lowdin_charge:R:1 method="wB97M-V/def2-TZVPD" orbital_gap_ev=7.923 e_homo_ev=-4.15 smiles="C[C@H](CN)NC(=O)[O-]" lumo_energy_ev=3.8 charge=-1
O -0.4593 -1.3034 -1.2549 -0.079
O 0.0590 -2.5604 0.5361 -0.090
N -1.8875 0.9850 -0.2437 -0.009
N 0.4018 -0.3161 0.6007 0.031
C 1.6672 1.7066 0.7410 -0.082
C -0.6545 1.6830 -0.4458 -0.268
C -0.0351 -1.4890 -0.0974 -0.803
C 0.6617 0.9200 -0.1202 -0.378
H 0.9684 -0.4996 1.4106 0.093
H 1.6870 2.7914 0.8671 0.061
H -0.5852 2.5466 0.2462 0.089
H 1.1895 0.6689 -1.0511 0.122
H -2.0135 0.6957 0.7145 0.059
H 1.6798 1.2729 1.7344 0.053
H -0.6223 2.2123 -1.3943 0.096
H 2.6948 1.4800 0.4072 0.068
H -1.8216 0.1463 -0.8085 0.037

=====

3 has the most favorable energy; the next structure is 5.126 eV above.

=====

## 1
26
Properties=species:S:1:pos:R:3:lowdin_charge:R:1 method="wB97M-V/def2-TZVPD" orbital_gap_ev=8.514 e_homo_ev=-8.32 lumo_energy_ev=0.2
O 1.4677 -2.3945 0.4548 0.053
O 4.6061 -0.2490 -1.5607 0.013
N -0.9541 -1.3368 -0.0434 -0.035
N -2.4706 -0.0102 -0.4034 -0.172
C 1.8461 -1.2500 0.6488 -0.392
C 4.2445 0.9150 -0.9865 -0.093
C -1.9227 -0.2848 -1.6125 -0.124
C 1.2255 -0.3408 1.6929 -0.019
C -0.9683 -1.1659 -1.3674 -0.133
C 3.1309 0.7265 -0.2126 -0.012
C 3.7739 -1.2482 -1.0710 0.009
C -3.3987 1.0894 -0.2540 -0.055
C -1.7858 -0.6700 0.6345 -0.085
C 2.9719 -0.6876 -0.1021 -0.162
H 4.5972 1.8249 -1.2904 0.099
H -0.2368 -1.9257 0.2996 0.060
H -0.2232 -1.7894 -1.9534 0.144
H -2.1553 -0.0491 -2.6657 0.128
H 2.7692 1.4962 0.3821 0.094
H -3.7039 1.5171 -1.2350 0.094
H 2.1056 0.1384 2.1325 0.086
H -2.9712 1.8404 0.3516 0.063
H -4.3129 0.6340 0.1566 0.089
H 0.6612 0.6171 1.4835 0.114
H 0.6991 -0.9716 2.3464 0.069
H 3.8065 -2.3147 -1.4754 0.167

=====

## 2
26
Properties=species:S:1:pos:R:3:lowdin_charge:R:1 method="wB97M-V/def2-TZVPD" orbital_gap_ev=8.845 e_homo_ev=-8.12 smiles="C[C@@H]1N[C@H]2CC(=O)O[C@]23C=CC=CN13" lumo_energy_ev=0.7
O -0.3528 -2.3467 0.4386 0.083
O -0.9464 -3.6552 2.1999 0.107
N -1.3807 0.5254 1.1344 0.062
N -0.1725 -0.2728 -0.8600 -0.005
C -1.2489 1.9866 -0.9941 -0.041
C -1.2739 0.5146 -0.5009 -0.280
C 2.4802 -1.2388 -0.9475 -0.068
C 1.7514 -1.3691 0.1515 0.005
C -0.3988 -1.3165 2.6148 -0.022
C 1.8440 -0.7704 -2.1521 -0.062
C 0.5852 -0.2554 -2.0014 -0.061
C 0.2979 -1.0277 0.2297 -0.318
C -0.5915 -2.5844 1.7592 -0.457
C -0.2053 -0.1828 1.6024 -0.231
H -1.8363 2.4785 -0.2083 0.064
H -1.4454 2.3202 -2.0477 0.083
H -2.1469 0.0438 -0.7945 0.115
H -0.1460 2.3399 -0.7578 0.116
H 3.5019 -1.4703 -0.9660 0.092
H 2.0645 -1.6705 1.0428 0.076
H 0.6618 0.5196 1.6253 0.153
H 0.4989 -1.5042 3.1996 0.125
H 0.1571 0.1630 -2.8531 0.103
H 2.4032 -0.5687 -3.0707 0.104
H -2.1730 -0.1029 1.3928 0.117
H -1.2790 -1.1544 3.2799 0.138

=====

2 has the most favorable energy; the next structure is 1.931 eV above.

=====

## 1
17
Properties=species:S:1:pos:R:3:lowdin_charge:R:1 method="wB97M-V/def2-TZVPD" orbital_gap_ev=9.835 e_homo_ev=-13.65 smiles=[NH3+][C@]12CCO[C@H]1C2 lumo_energy_ev=-3.8 charge=+1
O 0.1469 1.8302 -0.5875 -0.039
N 0.0589 -1.8148 -0.6885 0.273
C 0.1187 -0.4683 -0.0667 -0.372
C -1.1823 0.1243 0.4316 -0.058
C -0.8824 1.6418 0.3751 -0.136
C 0.8985 0.6818 -0.6555 -0.217
C 1.3823 -0.0058 0.6026 0.036
H 1.3075 0.4884 1.5579 0.129
H -0.2180 -2.5231 0.0073 0.191
H -1.4472 -0.1811 1.4421 0.132
H -1.7377 2.2355 0.0543 0.138
H 1.4832 0.6323 -1.5624 0.168
H 0.9819 -2.0709 -1.0647 0.185
H -0.5500 2.0069 1.3518 0.132
H -0.6273 -1.8252 -1.4579 0.189
H -1.9995 -0.1355 -0.2440 0.127
H 2.2664 -0.6165 0.5044 0.121

=====

## 2
17
Properties=species:S:1:pos:R:3:lowdin_charge:R:1 method="wB97M-V/def2-TZVPD" orbital_gap_ev="4.383 / 4.384" e_homo_ev="-11.29 / -11.29" lumo_energy_ev="-6.9 / -6.9" charge=+1
O 2.0041 -0.2213 -0.1778 0.020
N -2.7083 0.4828 0.7536 -0.076
C 3.4806 -0.1120 -0.3224 0.049
C -2.9305 1.1809 -0.4965 -0.059
C -1.9574 -1.8647 0.7674 0.080
C -2.4438 -0.7555 0.8356 -0.284
C 1.3680 -1.1732 -0.8075 0.280
H 3.9304 0.7453 0.1304 0.112
H -3.9584 1.3638 -0.6350 0.074
H 1.8592 -2.1156 -0.8054 0.133
H -2.8743 1.0926 1.5533 0.157
H 4.1325 -0.9046 -0.0248 0.109
H 0.3317 -0.9648 -0.9832 0.109
H -2.2044 1.9823 -0.5367 0.084
H 3.7291 -0.0716 -1.3198 0.080
H -2.5885 0.5383 -1.3397 0.096
H -1.5285 -2.8839 0.7817 0.035

=====

1 has the most favorable energy; the next structure is 4.838 eV above.